Here is C47H56N5OS3SiV as an isolated structure from OMol25. Energies are from ωB97M-V with the def2-TZVPD basis set.

Calculated values
**E_HOMO (alpha / beta)**: -10.17 / -9.80 eV
**HOMO-LUMO gap (alpha / beta)**: 8.21 / 8.06 eV
**LUMO (alpha / beta)**: -1.97 / -1.74 eV

Geometry as ORCA input:
```
! RIJCOSX wB97M-V def2-TZVPD def2/J DEFGRID3
* xyz 1 2
V -0.586 -0.108 -0.784
N 0.622 -0.715 -1.938
S 2.193 -0.884 -1.887
N 0.729 0.511 0.578
S 0.987 -0.205 1.852
N -0.110 -1.178 2.495
S -1.612 -0.774 2.103
N -1.944 -0.467 0.694
C -2.503 -2.179 2.728
C -1.916 -3.124 3.555
C -2.681 -4.199 3.989
C -4.009 -4.310 3.601
C -4.583 -3.350 2.774
C -3.828 -2.279 2.328
C -2.033 0.531 3.243
C -2.560 0.279 4.502
C -2.741 1.343 5.375
C -2.384 2.629 4.993
C -1.850 2.864 3.732
C -1.676 1.813 2.847
C 2.400 -1.283 1.786
C 2.297 -2.652 1.981
C 3.434 -3.437 1.834
C 4.646 -2.851 1.507
C 4.736 -1.475 1.317
C 3.609 -0.685 1.451
C 1.404 0.963 3.124
C 1.840 2.219 2.731
C 2.104 3.169 3.706
C 1.925 2.858 5.047
C 1.491 1.593 5.425
C 1.230 0.632 4.462
C 2.471 -2.661 -1.761
C 1.424 -3.487 -1.396
C 1.651 -4.851 -1.263
C 2.916 -5.372 -1.489
C 3.963 -4.529 -1.846
C 3.746 -3.167 -1.979
C 2.737 -0.641 -3.571
C 1.925 -1.016 -4.629
C 2.370 -0.788 -5.920
C 3.608 -0.190 -6.137
C 4.405 0.190 -5.068
C 3.963 -0.027 -3.768
H -0.882 -3.015 3.850
H -2.237 -4.947 4.632
H -4.601 -5.147 3.946
H -5.620 -3.438 2.476
H -4.250 -1.525 1.673
H -2.829 -0.724 4.801
H -3.162 1.164 6.356
H -2.528 3.452 5.681
H -1.569 3.866 3.435
H -1.254 1.973 1.863
H 1.342 -3.089 2.235
H 3.368 -4.508 1.974
H 5.529 -3.467 1.398
H 5.685 -1.021 1.063
H 3.662 0.386 1.294
H 1.942 2.445 1.677
H 2.440 4.156 3.415
H 2.120 3.607 5.804
H 1.350 1.356 6.472
H 0.875 -0.352 4.738
H 0.443 -3.053 -1.238
H 0.834 -5.506 -0.988
H 3.090 -6.436 -1.394
H 4.950 -4.934 -2.029
H 4.558 -2.510 -2.266
H 0.956 -1.457 -4.429
H 1.751 -1.070 -6.761
H 3.948 -0.012 -7.150
H 5.359 0.669 -5.241
H 4.557 0.290 -2.918
C -0.939 1.606 -3.830
Si -0.957 2.067 -2.000
C -2.705 2.794 -1.622
C -3.756 1.795 -2.125
C -2.914 4.123 -2.358
C -2.971 3.008 -0.132
C 0.480 3.321 -1.734
C 1.819 2.577 -1.787
C 0.509 4.366 -2.860
C 0.364 4.030 -0.382
H -1.355 2.398 -4.458
H -1.504 0.689 -4.006
H 0.090 1.421 -4.150
H -3.629 1.556 -3.184
H -4.758 2.220 -1.995
H -3.707 0.871 -1.545
H -2.683 4.054 -3.423
H -2.307 4.922 -1.931
H -3.963 4.428 -2.268
H -2.949 2.060 0.410
H -3.965 3.452 0.005
H -2.248 3.686 0.326
H 1.931 2.018 -2.720
H 1.924 1.885 -0.952
H 2.640 3.305 -1.743
H 0.653 3.898 -3.836
H 1.350 5.051 -2.698
H -0.397 4.966 -2.906
H 0.266 3.309 0.436
H -0.493 4.705 -0.349
H 1.261 4.635 -0.197
C -2.664 -3.134 -1.283
C -2.944 -1.827 -1.960
N -4.148 -1.657 -2.514
O -2.090 -0.937 -2.042
H -3.519 -3.806 -1.282
H -2.359 -2.919 -0.258
H -1.830 -3.610 -1.801
H -4.822 -2.400 -2.546
H -4.344 -0.791 -2.992
*
```



Here is a 10-piece molecular cluster, C19H59N7O16 overall from OMol25. Energies are from ωB97M-V with the def2-TZVPD basis set.

Calculated values
**E_HOMO**: -9.21 eV
**SMILES string**: COC[C@H](C)N.NC(N)=O.NC(N)=O.NC(N)=O.OCCO.OCCO.OCCO.OCCO.OCCO.OCCO
**HOMO-LUMO gap**: 9.20 eV
**LUMO**: 0.00 eV

Geometry as ORCA input:
```
! RIJCOSX wB97M-V def2-TZVPD def2/J DEFGRID3
* xyz 0 1
C -1.218 -4.248 2.992
C -1.104 -3.887 1.498
C -2.445 -3.620 0.829
O -2.503 -2.736 -0.304
C -1.811 -3.234 -1.423
N -0.282 -2.643 1.503
H -1.812 -5.165 3.045
H -1.808 -3.512 3.543
H -0.234 -4.379 3.427
H -0.536 -4.678 1.007
H -3.136 -3.122 1.517
H -2.908 -4.553 0.482
H -0.815 -3.633 -1.220
H -1.747 -2.444 -2.175
H -2.411 -4.005 -1.931
H -0.389 -2.156 0.613
H -0.721 -1.990 2.168
C 3.846 -2.230 -1.571
C 2.716 -3.082 -1.027
O 2.233 -3.985 -2.041
O 4.224 -1.197 -0.658
H 3.534 -1.761 -2.509
H 4.771 -2.804 -1.648
H 1.845 -2.475 -0.793
H 3.110 -3.626 -0.167
H 2.795 -4.764 -2.067
H 3.525 -0.524 -0.719
C 0.176 3.422 -0.737
C 0.137 4.944 -0.837
O -0.957 5.415 -1.584
O -1.139 2.842 -0.584
H 0.741 3.086 0.138
H 0.604 2.910 -1.610
H 1.099 5.382 -1.116
H -0.024 5.255 0.201
H -1.015 4.921 -2.410
H -1.126 2.430 0.282
C 1.627 2.015 -4.067
C 1.309 0.654 -4.626
O 0.086 0.183 -4.036
O 2.484 1.924 -2.948
H 0.685 2.543 -3.842
H 2.102 2.700 -4.773
H 2.096 -0.078 -4.438
H 1.277 0.665 -5.722
H -0.213 -0.640 -4.437
H 2.127 1.305 -2.289
C -0.184 0.823 3.765
C -0.243 0.983 5.276
O -1.589 1.065 5.741
O -0.766 -0.425 3.377
H 0.818 0.819 3.346
H -0.745 1.674 3.358
H 0.205 1.969 5.439
H 0.287 0.255 5.889
H -1.864 0.204 6.065
H -1.712 -0.414 3.562
C -4.656 0.568 -0.238
C -5.040 -0.512 -1.237
O -5.147 -1.802 -0.601
O -3.307 0.457 0.220
H -5.406 0.660 0.551
H -4.654 1.541 -0.733
H -4.198 -0.667 -1.921
H -5.906 -0.246 -1.837
H -4.244 -2.155 -0.500
H -3.241 -0.092 1.006
C 3.700 4.403 0.759
C 2.966 3.089 0.747
O 2.379 2.678 1.997
O 4.866 4.174 1.536
H 3.057 5.175 1.212
H 3.938 4.810 -0.227
H 3.685 2.304 0.498
H 2.170 3.067 0.000
H 2.716 3.288 2.664
H 5.450 4.936 1.563
C -3.561 1.359 -3.505
O -4.514 2.040 -3.130
N -3.587 0.507 -4.575
N -2.350 1.382 -2.861
H -4.345 0.516 -5.228
H -2.814 -0.122 -4.621
H -1.519 1.079 -3.345
H -2.116 2.002 -2.096
C 3.120 -2.320 3.462
O 4.319 -2.081 3.595
N 2.284 -1.526 2.729
N 2.504 -3.335 4.126
H 1.388 -1.921 2.434
H 2.711 -0.940 2.029
H 1.503 -3.338 4.064
H 3.070 -4.065 4.509
C 0.677 0.208 -0.363
O 1.833 0.054 -0.802
N -0.403 -0.126 -1.110
N 0.421 0.815 0.813
H -1.342 0.071 -0.796
H -0.156 -0.208 -2.086
H -0.489 0.751 1.233
H 1.236 1.140 1.309
*
```



Here is C12H25FeN5O6 as an isolated structure from OMol25. Energies are from ωB97M-V with the def2-TZVPD basis set.

Calculated values
**E_HOMO (alpha / beta)**: -10.16 / -12.56 eV
**HOMO-LUMO gap (alpha / beta)**: 6.25 / 6.60 eV
**LUMO (alpha / beta)**: -3.91 / -5.96 eV

Geometry as ORCA input:
```
! RIJCOSX wB97M-V def2-TZVPD def2/J DEFGRID3
* xyz 1 6
O 0.269 -1.735 -4.348
H -0.715 -1.857 -4.407
Fe -0.212 0.109 -0.352
N 1.172 -0.853 -1.173
N -0.872 -1.626 0.011
N 0.501 1.810 -0.560
N -1.416 0.996 0.744
O 2.283 -0.319 -1.496
O 1.519 2.221 -1.400
O -2.388 0.416 1.497
O -1.858 -1.971 0.796
C -0.222 -2.643 -0.642
C 0.964 -2.211 -1.284
C -0.097 2.799 0.160
C -1.228 2.328 0.915
C 1.920 -3.080 -2.019
H 2.058 -2.709 -3.039
H 1.554 -4.111 -2.109
H 2.900 -3.149 -1.521
C -0.808 -4.016 -0.704
H -1.797 -4.006 -1.195
H -0.943 -4.448 0.299
H -0.171 -4.708 -1.271
C 0.435 4.190 0.254
C -2.045 3.173 1.839
H 1.109 4.380 -0.596
H 0.990 4.326 1.203
H -0.414 4.893 0.247
H -2.622 2.529 2.521
H -2.743 3.797 1.251
H -1.375 3.834 2.416
H 2.092 1.404 -1.576
H -2.295 -0.620 1.282
C -1.522 0.258 -1.784
H -0.844 -0.207 -2.525
H -1.778 1.304 -2.031
H -2.452 -0.319 -1.636
O 1.913 0.795 -4.265
H 1.674 -0.050 -4.704
H 1.073 1.151 -3.933
C 0.064 -0.376 4.691
C 1.338 -0.100 3.862
C 1.075 -0.154 2.437
N 0.793 -0.164 1.310
H -0.715 0.361 4.437
H 0.276 -0.316 5.767
H -0.308 -1.384 4.449
H 1.747 0.899 4.096
H 2.120 -0.843 4.089
*
```



Here is C32H66AlO13S5 as an isolated structure from OMol25. Energies are from ωB97M-V with the def2-TZVPD basis set.

Calculated values
**E_HOMO**: -4.06 eV
**HOMO-LUMO gap**: 5.57 eV
**LUMO**: 1.52 eV

Geometry as ORCA input:
```
! RIJCOSX wB97M-V def2-TZVPD def2/J DEFGRID3
* xyz -1 1
C -1.834 1.963 2.668
C -2.551 2.514 1.275
O -2.107 1.581 0.206
C -3.306 1.285 -0.596
C -4.262 0.107 0.106
C -3.877 -1.333 -0.582
C -3.532 -2.528 0.536
C -2.091 -3.163 0.084
Al -1.474 -4.794 1.164
C 0.296 -5.455 0.265
C 0.621 -4.486 -1.050
O 2.023 -4.661 -1.551
C 2.346 -3.388 -2.277
O 2.261 -3.351 -3.636
C 2.841 -2.002 -1.552
C 1.669 -0.828 -1.478
H -1.978 0.779 2.638
H -2.348 2.410 3.627
H -0.691 2.257 2.569
H -2.227 3.618 0.998
H -3.712 2.540 1.432
H -3.954 2.278 -0.719
H -2.971 0.990 -1.684
H -4.148 0.084 1.270
H -5.369 0.370 -0.251
H -4.691 -1.658 -1.360
H -2.884 -1.142 -1.215
H -3.404 -2.081 1.615
H -4.373 -3.361 0.560
H -2.143 -3.417 -1.080
H -1.250 -2.320 0.167
H -1.084 -4.489 2.674
H -2.516 -6.000 1.203
H 1.237 -5.311 0.985
H 0.178 -6.591 -0.058
H 0.600 -3.375 -0.616
H -0.174 -4.652 -1.909
H 3.786 -1.503 -2.029
H 3.113 -2.277 -0.431
H 1.991 -0.033 -0.650
H 1.476 -0.303 -2.525
H 0.618 -1.252 -1.110
C -6.812 -4.697 4.010
C -7.113 -5.829 3.028
C -5.814 -6.154 2.292
S -4.486 -5.726 3.407
O -3.743 -4.622 2.836
O -3.842 -6.939 3.869
C -5.522 -5.093 4.712
H -7.629 -4.550 4.722
H -6.668 -3.759 3.460
H -7.454 -6.712 3.582
H -7.907 -5.555 2.326
H -5.750 -7.216 2.041
H -5.705 -5.550 1.387
H -5.029 -4.256 5.208
H -5.695 -5.905 5.425
C -0.668 2.667 -3.677
C -0.522 3.029 -5.154
C -1.896 3.473 -5.655
S -2.754 4.138 -4.236
O -3.885 3.285 -3.940
O -2.884 5.574 -4.388
C -1.467 3.801 -3.051
H 0.304 2.544 -3.191
H -1.217 1.723 -3.580
H 0.193 3.853 -5.259
H -0.141 2.187 -5.741
H -1.813 4.244 -6.424
H -2.475 2.627 -6.036
H -1.906 3.536 -2.088
H -0.857 4.704 -2.953
C 3.129 8.169 -5.111
C 1.812 7.945 -5.851
C 1.802 6.498 -6.341
S 2.818 5.576 -5.197
O 3.988 5.098 -5.903
O 1.975 4.699 -4.410
C 3.296 6.968 -4.192
H 3.125 9.108 -4.548
H 3.956 8.209 -5.830
H 0.974 8.107 -5.162
H 1.692 8.645 -6.684
H 0.791 6.082 -6.345
H 2.245 6.409 -7.336
H 4.319 6.838 -3.836
H 2.605 7.022 -3.345
C 1.811 -0.868 5.331
C 2.969 -1.092 4.360
C 2.671 -2.369 3.576
S 0.891 -2.522 3.528
O 0.509 -3.698 4.282
O 0.428 -2.283 2.176
C 0.543 -1.081 4.517
H 1.841 0.131 5.775
H 1.863 -1.603 6.144
H 3.035 -0.243 3.669
H 3.928 -1.165 4.883
H 3.058 -2.315 2.556
H 3.073 -3.252 4.082
H -0.339 -1.255 5.135
H 0.367 -0.242 3.836
C 6.064 0.887 0.857
C 7.427 1.252 1.443
C 7.221 1.561 2.925
S 5.801 0.607 3.441
O 4.736 1.521 3.796
O 6.237 -0.456 4.325
C 5.439 -0.090 1.842
H 6.155 0.449 -0.141
H 5.443 1.788 0.776
H 8.110 0.401 1.335
H 7.877 2.102 0.921
H 8.090 1.270 3.521
H 6.995 2.618 3.086
H 4.360 -0.196 1.716
H 5.924 -1.069 1.785
*
```



| no. | largest force on an atom (eV/Å) |
| --- | --- |
| 1 | 0.45 |
| 2 | 2.17 |
| 3 | 3.91 |
| 4 | 8.51 |